No. 1
CH6NOPS2 in the gas phase, computed with the ωB97M-V functional and the def2-TZVPD basis.

Summary:
F_max, hartree/bohr: 0.107
Energy relative to the best compared isomer or geometry (same formula, charge and spin), eV: 1.2048
E, eV: -35631.740
LUMO, eV: 0.42
Orbital gap, eV: 9.636
Structure (SMILES): CN[P@@](O)(=S)S
Highest occupied orbital energy, Ha: -0.339

```
! wB97M-V def2-TZVPD RIJCOSX def2/J DEFGRID3
* xyz 0 1
C -1.449 -0.178 0.778
N -0.730 -0.352 -0.454
O 1.642 0.041 -1.781
P 1.075 0.472 -0.321
S 1.264 2.362 0.251
S 1.739 -1.107 0.930
H -2.051 -1.040 0.991
H -0.757 -0.158 1.560
H -2.127 0.624 0.992
H -1.091 0.197 -1.358
H 1.850 0.857 -2.202
H 0.633 -1.718 0.614
*
```

***

No. 2
2 unconnected molecules or ions with the total composition CH6NOS, computed with the ωB97M-V functional and the def2-TZVPD basis.

Summary:
F_max, hartree/bohr: 0.013
Energy relative to the best compared isomer or geometry (same formula, charge and spin), eV: 0.2415
E, eV: -15508.255
LUMO, eV: 4.19
Orbital gap, eV: 7.186
Highest occupied orbital energy, Ha: -0.110

```
! wB97M-V def2-TZVPD RIJCOSX def2/J DEFGRID3
* xyz -1 1
S -0.905 -2.461 0.660
H -0.152 -2.963 -0.337
N -0.899 0.735 -0.154
C 0.475 1.005 -0.436
O 1.418 0.437 0.496
H -1.101 0.965 0.814
H -1.091 -0.279 -0.232
H 0.643 2.088 -0.455
H 0.734 0.615 -1.424
H 0.878 -0.142 1.067
*
```

***

No. 3
2 unconnected molecules or ions with the total composition CH6NPS, computed with the ωB97M-V functional and the def2-TZVPD basis.

Summary:
F_max, hartree/bohr: 0.067
Energy relative to the best compared isomer or geometry (same formula, charge and spin), eV: 1.6081
E, eV: -22747.171
LUMO, eV: 0.85
Orbital gap, eV: 9.280
Structure (SMILES): C1PS1.N
Highest occupied orbital energy, Ha: -0.310

```
! wB97M-V def2-TZVPD RIJCOSX def2/J DEFGRID3
* xyz 0 1
C 0.121 0.931 -1.536
N 0.228 -0.639 2.237
P -1.330 0.182 -2.371
S -1.091 0.402 -0.311
H 1.109 0.434 -1.541
H 0.119 2.082 -1.725
H 0.426 -1.742 2.343
H 1.194 -0.323 2.425
H -0.446 -1.011 -2.565
H -0.331 -0.315 3.044
*
```

***

No. 4
2 unconnected molecules or ions with the total composition CH6NS, computed with the ωB97M-V functional and the def2-TZVPD basis.

Summary:
F_max, hartree/bohr: 0.019
Energy relative to the best compared isomer or geometry (same formula, charge and spin), eV: 0.2293
E, eV: -13460.278
LUMO, eV: 3.81
Orbital gap, eV: 6.248
Highest occupied orbital energy, Ha: -0.090

```
! wB97M-V def2-TZVPD RIJCOSX def2/J DEFGRID3
* xyz -1 1
S 2.588 0.790 -2.898
H 1.749 1.505 -3.647
C -0.623 -0.860 1.125
N -0.621 0.596 0.962
H -0.474 -1.500 0.252
H -1.608 -1.142 1.514
H 0.100 -1.100 1.899
H 0.239 0.858 0.483
H -1.351 0.852 0.309
*
```

***

No. 5
2 unconnected molecules or ions with the total composition CH6NS, computed with the ωB97M-V functional and the def2-TZVPD basis.

Summary:
F_max, hartree/bohr: 0.057
Energy relative to the best compared isomer or geometry (same formula, charge and spin), eV: 0.5790
E, eV: -13459.928
LUMO, eV: 4.37
Orbital gap, eV: 7.010
Highest occupied orbital energy, Ha: -0.097

```
! wB97M-V def2-TZVPD RIJCOSX def2/J DEFGRID3
* xyz -1 1
S -1.574 0.806 0.219
H -1.734 2.037 -0.266
C 1.579 -1.443 0.204
N 1.499 -0.122 -0.536
H 0.701 -1.722 0.764
H 2.393 -1.529 0.987
H 1.630 -2.270 -0.669
H 1.548 -0.226 -1.586
H 0.678 0.330 -0.201
*
```

***

No. 6
A molecular structure, CH6Na7O6, computed with the ωB97M-V functional and the def2-TZVPD basis.

Summary:
F_max, hartree/bohr: 0.112
Energy relative to the best compared isomer or geometry (same formula, charge and spin), eV: 1.7718
E, eV: -44281.853
LUMO, eV: -18.39
Orbital gap, eV: 6.635
Highest occupied orbital energy, Ha: -0.920

```
! wB97M-V def2-TZVPD RIJCOSX def2/J DEFGRID3
* xyz 5 1
Na -3.436 5.115 3.660
Na 0.706 3.274 8.533
Na -0.464 6.173 6.038
Na -2.980 0.993 3.003
Na -2.803 3.773 7.720
Na -0.563 0.788 5.762
Na 1.863 3.601 5.171
C -1.380 3.588 4.984
O -0.879 3.554 6.141
O -2.199 2.746 4.612
O -0.981 4.526 4.268
O -1.124 4.360 1.393
H -0.879 5.258 1.171
H -1.033 4.314 2.344
O 1.694 4.330 2.658
H 2.032 5.205 2.849
H 0.771 4.369 2.907
O -3.902 1.712 6.407
H -3.453 2.080 5.646
H -3.250 1.146 6.821
*
```

***

> Among the records above, which one has the highest orbital gap?

CH6NOPS2